Entry 1:
C20H51BaN4O10 | ωB97M-V/def2-TZVPD

Results
Multiplicity: 1
E: -1788.12475 Eh
Total charge: +1

```
86
Properties=species:S:1:pos:R:3:forces:R:3
Ba 0.25976 3.22253 -1.20108 -4.10 11.82 -8.81
O 0.65127 -0.56156 -0.79167 -0.28 7.28 4.80
O 1.44161 4.60466 -3.12872 1.21 1.35 1.11
O 0.04578 -2.12668 2.59630 -4.02 -2.47 1.50
O -2.70914 -2.70691 -1.06676 -1.26 -4.56 1.30
O 1.36020 -1.85555 0.99359 1.71 1.53 0.03
O -0.81935 0.10599 0.47472 5.09 6.24 -6.56
O -0.30993 2.91357 1.43289 -0.67 -2.20 0.70
O 1.95623 -3.70057 -0.04514 0.96 0.39 -2.36
O -2.02406 -0.84150 -1.74135 0.96 3.61 -1.60
O 0.18597 1.51464 -0.85203 -0.21 -10.78 0.46
N -2.14476 -0.83874 1.07572 -7.08 -4.50 3.56
N 0.02656 0.39775 -0.40413 -2.05 -8.34 5.39
N 0.83648 -1.88434 -1.95008 2.63 -6.16 -7.46
N 1.14764 4.69127 0.04007 2.26 6.48 5.17
C 1.12380 -0.67701 1.67524 0.21 2.98 0.24
C -3.70629 -1.96087 -0.42531 -1.78 0.36 -1.04
C -1.79028 -0.72312 2.52727 -0.88 0.27 -0.62
C 1.77411 -0.61984 3.01567 2.11 0.92 0.04
C 0.86842 -2.78919 3.41465 -0.76 -5.07 1.75
C 2.78022 -4.34192 0.93331 0.08 -2.06 -2.69
C -3.23612 -3.51348 -2.15029 0.14 1.72 0.20
C 0.29105 3.90196 2.16506 1.11 1.19 0.25
C -0.76225 1.82646 2.30656 -1.70 0.87 -0.28
C 0.32774 5.12437 1.25535 1.66 -1.28 0.87
C 2.44978 4.13336 -4.08427 -1.33 0.97 1.21
C 1.96204 -2.76661 -2.49150 -1.98 -0.60 2.06
C -1.21782 -0.72136 -2.95289 -0.20 -0.79 0.90
C 1.15853 5.83405 -0.86599 1.30 0.05 -1.29
C -1.15719 -1.87087 3.22379 -1.46 -0.18 -0.13
C -3.11934 0.06539 -1.78851 0.62 1.85 -1.51
C -0.12675 -1.86060 -3.04533 -1.94 0.96 0.78
C 2.05018 5.54296 -2.11236 -2.10 -0.72 -1.30
C -3.41048 -1.60521 0.97805 1.38 -1.66 1.41
C 2.70277 -3.26236 -1.28119 1.48 -1.41 2.03
H 0.06322 -0.42558 1.68235 2.22 -0.86 0.26
H 1.52661 -3.61775 -3.01502 0.08 -0.01 -0.19
H 3.36336 -4.06128 -1.61797 -0.20 -0.86 0.00
H 3.82791 -4.04980 1.00492 -0.07 1.06 0.40
H -0.13596 1.25899 2.99492 1.44 1.48 0.05
H -0.77234 0.27336 -2.96547 0.18 0.33 -0.23
H -3.48059 -2.73167 -2.86940 -0.25 -0.33 -0.88
H 1.86292 -2.97774 3.01028 -0.34 0.00 0.08
H 1.86284 3.43907 -4.68558 0.62 0.09 -0.33
H -4.15039 -4.08139 -1.97797 -0.06 0.02 0.65
H 2.66797 -2.23172 -3.12683 0.02 -0.01 -0.25
H -4.01451 -0.31930 -2.27718 0.18 -0.04 -1.04
H -1.82824 -2.72615 3.30292 0.21 -0.49 0.09
H -3.26893 -2.57929 1.44627 -0.12 0.02 0.66
H -1.61995 2.21426 2.85614 0.02 0.12 0.31
H -1.00133 -0.00030 2.73500 -1.20 -0.75 -0.13
H -3.88729 -1.03384 -0.96933 -0.61 -2.71 1.33
H -2.66870 -0.39488 3.08294 -0.23 0.00 0.38
H -4.15565 -1.01510 1.51151 -0.93 -0.39 -0.23
H -1.96862 -0.79836 -3.73932 0.50 -0.06 -0.68
H -4.70054 -2.40422 -0.48014 -0.11 -0.83 0.24
H 1.68050 0.27266 3.63437 -0.25 0.29 -0.25
H 2.89920 -5.29404 0.41618 0.41 -0.90 0.66
H -1.09714 0.98489 1.70017 0.04 2.58 -0.12
H -0.20262 4.07836 3.12072 -0.17 0.22 0.00
H 1.51713 0.17046 1.11382 0.91 0.56 -0.35
H 1.69657 6.71521 -0.51645 -0.12 0.01 0.88
H -2.57900 0.03112 0.80211 0.55 0.38 0.26
H 3.49768 -2.57651 -0.98821 -0.34 0.86 0.50
H 1.31342 3.58452 2.37027 0.35 0.12 0.41
H 2.16778 6.54370 -2.52803 0.49 -0.29 -0.60
H 0.45387 -3.77420 3.62917 -0.18 -0.63 0.13
H -0.71328 5.38195 1.06032 0.26 0.37 -0.66
H 2.99140 5.06794 -1.83565 0.21 0.40 0.31
H -1.04242 -1.40557 4.20278 0.38 -0.54 0.75
H 1.58543 -1.51924 3.60183 1.68 3.82 -0.26
H -3.57014 0.32534 -0.83075 1.06 0.89 0.10
H 1.32347 -1.00085 -1.90111 0.46 -1.14 -1.93
H 0.35605 -1.83793 -4.02231 -0.20 0.27 -0.42
H -2.50402 -4.19416 -2.58483 0.30 0.25 0.43
H -2.90063 0.99752 -2.30947 0.58 0.44 -0.27
H 0.91670 -2.25879 4.36567 -0.17 -1.18 0.89
H 0.13013 6.17114 -0.99592 0.04 -0.12 -0.78
H -0.74513 -2.75561 -2.97696 0.30 -0.34 -0.14
H 2.28361 -4.58482 1.87271 -0.14 0.70 -0.22
H 2.11171 4.64872 0.33811 0.37 -0.34 0.72
H 3.24493 3.66313 -3.50574 0.20 -0.20 -0.38
H 2.78973 5.03738 -4.58953 0.28 -0.47 -0.52
H 2.82454 -0.68924 2.73305 0.75 0.21 0.50
H 0.94146 5.91242 1.69174 -0.77 0.39 0.32
H 2.24125 -2.08366 1.29907 0.28 -0.43 -0.55
```
Forces are in eV/Å.



Entry 2:
H22O11 | ωB97M-V/def2-TZVPD

Results
Multiplicity: 1
SMILES: O.O.O.O.O.O.O.O.O.O.O
E: -840.78242 Eh

```
33
Properties=species:S:1:pos:R:3:forces:R:3
O -0.85862 3.47308 1.62885 0.16 -0.03 -0.25
O -4.12335 2.10958 -3.05698 0.14 0.14 -0.21
O -2.45685 -4.43151 -0.96780 -0.07 0.06 0.24
O 2.71500 -3.12958 -3.23662 0.19 0.02 -0.08
O 2.34829 3.32047 -4.69226 0.13 0.18 0.02
O 6.30846 -3.14124 1.29359 -0.01 0.15 0.19
O -4.16732 -0.60703 0.46460 0.02 0.30 -0.10
O -1.61129 -2.42228 5.30694 -0.18 0.01 0.16
O -0.20260 5.97689 -2.27035 -0.02 0.24 0.08
O 0.99204 -0.54878 0.16599 0.01 -0.19 -0.25
O 1.49604 0.70372 5.06805 -0.21 -0.11 -0.19
H -0.49825 3.01472 2.38799 0.10 -0.12 0.22
H -1.67506 3.85866 1.94665 -0.24 0.11 0.02
H 2.20205 2.58419 -4.09836 0.02 -0.20 0.18
H 2.17484 -3.88829 -3.45758 -0.09 -0.21 -0.10
H 1.37968 -0.84115 0.99090 0.12 -0.10 0.22
H 2.20900 -2.65961 -2.57380 -0.10 0.22 0.22
H -4.93882 -1.05755 0.80814 -0.20 -0.09 0.11
H -0.96730 -1.76403 5.04581 0.17 0.24 -0.06
H 1.61397 3.28393 -5.30517 -0.16 0.00 -0.20
H -0.20167 5.15187 -1.78500 0.00 -0.20 0.19
H -1.68056 -4.07200 -1.39718 0.23 0.11 -0.07
H 6.57398 -4.05956 1.34259 0.09 -0.23 0.05
H 2.18249 1.32366 4.82167 0.20 0.15 -0.09
H 0.62894 0.31443 0.36409 -0.15 0.27 0.00
H -0.23464 5.71414 -3.19022 0.02 -0.03 -0.24
H -2.97713 -4.79985 -1.68186 -0.18 -0.12 -0.16
H -3.78385 1.54875 -2.35953 0.09 -0.15 0.25
H -5.07078 1.97538 -3.03309 -0.23 -0.01 0.00
H -1.34862 -3.21429 4.83795 0.03 -0.22 -0.10
H 5.97427 -3.03523 0.40292 -0.09 0.07 -0.25
H -3.57171 -1.31162 0.20951 0.20 -0.23 -0.06
H 1.56939 0.63011 6.01959 -0.01 -0.05 0.26
```
Forces are in eV/Å.



Entry 3:
C4H7NO | ωB97M-V/def2-TZVPD

Results
Multiplicity: 1
E: -286.48373 Eh

```
13
Properties=species:S:1:pos:R:3:forces:R:3
O 0.90383 -0.79365 0.23352 -0.01 -3.29 0.70
N -0.44901 -0.63256 0.77039 -1.45 -1.77 -0.16
C -1.30966 -1.50016 -0.02798 -0.18 -0.67 0.22
C 0.98465 0.47543 0.02371 0.09 5.43 -1.25
C 1.99890 1.28262 -0.29950 -0.03 -0.79 0.19
C -0.49216 0.74327 0.30181 1.16 1.14 0.14
H -1.11216 0.95463 -0.57682 0.10 -0.32 0.03
H -1.26646 -1.30037 -1.10474 0.16 0.16 0.04
H -0.71437 1.47809 1.08048 0.04 -0.19 -0.06
H -1.03460 -2.54802 0.13411 0.02 0.24 0.06
H -2.34797 -1.38570 0.30200 0.22 0.17 0.09
H 2.99498 0.87620 -0.43425 -0.04 0.11 0.02
H 1.84402 2.35022 -0.40273 -0.08 -0.24 -0.03
```
Forces are in eV/Å.